# 1
Molecular formula: C21H48InO3
Method: DFT, ωB97M-V with the def2-TZVPD basis set

Geometry (Å):
C -0.621 1.835 3.540
O -1.627 2.517 4.267
C -1.721 3.892 3.977
C -1.978 4.245 2.507
C -0.749 4.694 1.697
C -0.662 4.140 0.265
C 0.460 3.127 0.033
C 1.844 3.785 -0.169
C 2.976 3.231 0.720
C 4.260 2.869 -0.028
C 4.332 1.423 -0.527
C 4.697 0.409 0.572
In 3.390 -1.392 0.581
O 1.961 -1.030 -0.918
C 0.608 -1.133 -0.620
C -0.030 -2.333 -1.321
C -1.508 -2.491 -0.978
C 0.176 -2.315 -2.841
C -0.293 -1.043 -3.565
C 0.877 -0.071 -3.750
C -0.952 -1.354 -4.927
H 0.238 2.477 3.341
H -1.006 1.451 2.593
H -0.282 0.993 4.139
H -2.550 4.254 4.582
H -0.814 4.406 4.322
H -2.477 3.411 2.013
H -2.703 5.061 2.516
H -0.766 5.783 1.638
H 0.161 4.446 2.246
H -1.617 3.681 -0.004
H -0.524 4.970 -0.429
H 0.201 2.533 -0.843
H 0.517 2.429 0.868
H 1.731 4.855 0.010
H 2.141 3.682 -1.213
H 2.610 2.357 1.260
H 3.231 3.982 1.471
H 4.398 3.551 -0.872
H 5.106 3.028 0.646
H 3.383 1.157 -1.001
H 5.079 1.400 -1.325
H 5.697 0.009 0.400
H 4.701 0.894 1.550
H 4.267 -2.849 0.056
H 2.541 -1.703 2.113
H 0.077 -0.216 -0.935
H 0.422 -1.245 0.459
H 0.515 -3.204 -0.945
H -1.848 -3.487 -1.267
H -1.699 -2.339 0.083
H -2.114 -1.780 -1.545
H 1.235 -2.466 -3.043
H -0.365 -3.177 -3.244
H -1.036 -0.535 -2.948
H 1.420 0.081 -2.819
H 1.572 -0.471 -4.491
H 0.515 0.890 -4.124
H -0.594 -0.671 -5.698
H -0.699 -2.361 -5.255
H -2.037 -1.267 -4.882
C -2.390 -5.326 1.127
C -3.752 -5.481 0.476
C -4.881 -5.387 1.491
O -3.836 -6.707 -0.256
H -2.223 -6.128 1.853
H -1.597 -5.378 0.382
H -2.308 -4.371 1.646
H -3.881 -4.703 -0.278
H -4.789 -6.187 2.232
H -5.849 -5.492 1.000
H -4.858 -4.433 2.018
H -3.707 -7.426 0.372

- Lowest unoccupied orbital energy: 2.609 eV
- Calculated total energy: -1244.7365 a.u.
- Net charge: -1

# 2
Molecular formula: C21H48O23S4
Method: DFT, ωB97M-V with the def2-TZVPD basis set

Geometry (Å):
C 0.645 1.846 1.964
C 1.413 2.922 1.167
O 0.436 3.856 0.624
S 0.974 5.210 -0.129
C 1.578 4.329 -1.609
O -0.196 6.011 -0.550
O 2.103 5.750 0.633
H 0.204 2.165 2.908
H 1.300 1.017 2.231
H -0.183 1.366 1.442
H 2.243 3.363 1.718
H 1.842 2.376 0.327
H 1.765 5.180 -2.264
H 0.718 3.708 -1.861
H 2.447 3.688 -1.464
C 2.987 -1.332 1.983
C 4.043 -0.266 2.232
O 4.450 0.316 0.991
S 5.133 1.842 1.038
C 7.001 1.404 1.064
O 4.782 2.443 -0.296
O 4.754 2.555 2.273
H 3.453 -2.054 1.312
H 2.052 -1.006 1.527
H 2.721 -1.789 2.936
H 3.492 0.435 2.859
H 4.879 -0.663 2.807
H 7.286 0.608 0.375
H 7.253 1.015 2.050
H 7.526 2.333 0.842
C 1.142 -5.048 -0.859
C 1.471 -3.744 -1.495
O 2.631 -3.467 -2.272
S 2.785 -4.154 -3.726
C 2.285 -2.713 -4.730
O 4.222 -4.426 -3.949
O 1.806 -5.226 -3.892
H 0.525 -4.925 0.032
H 2.012 -5.533 -0.417
H 0.544 -5.729 -1.465
H 0.601 -3.459 -2.088
H 1.335 -2.946 -0.765
H 3.026 -1.957 -4.471
H 1.266 -2.445 -4.451
H 2.491 -3.030 -5.753
C -3.745 -0.006 2.583
C -3.905 0.216 4.011
O -3.445 1.482 4.397
S -4.632 2.647 4.635
C -5.280 2.055 6.290
O -3.923 3.893 4.812
O -5.607 2.448 3.568
H -3.758 -1.057 2.296
H -2.700 0.135 2.307
H -4.530 0.424 1.961
H -4.916 -0.098 4.268
H -3.262 -0.521 4.492
H -6.073 2.779 6.475
H -4.494 2.076 7.045
H -5.519 0.991 6.288
O 1.762 2.693 -4.660
C 1.437 1.711 -3.958
O 0.234 1.214 -3.734
C 0.254 0.142 -2.810
C 1.671 0.245 -2.241
O 2.305 0.959 -3.278
H -0.480 0.324 -2.025
H 0.163 -0.766 -3.406
H 2.144 -0.706 -1.994
H 1.674 0.792 -1.299
O -2.285 0.873 -0.142
C -2.583 1.761 -0.936
O -3.819 1.938 -1.492
C -3.865 2.961 -2.404
C -2.439 3.554 -2.254
O -1.742 2.703 -1.407
H -3.974 2.546 -3.406
H -4.677 3.646 -2.161
H -2.507 4.562 -1.845
H -1.983 3.551 -3.244
O -1.796 -2.727 -3.549
C -2.303 -3.255 -2.585
O -3.583 -3.078 -2.177
C -3.807 -3.978 -1.040
C -2.455 -4.542 -0.716
O -1.682 -4.167 -1.794
H -4.157 -3.487 -0.132
H -4.500 -4.799 -1.227
H -2.558 -5.596 -0.457
H -2.061 -4.168 0.229
O -0.769 -1.394 -0.247
H -1.404 -0.739 0.043
H -0.599 -1.925 0.531
O -0.542 -2.562 2.209
H -0.372 -2.140 3.051
H -0.156 -3.434 2.295

- Lowest unoccupied orbital energy: -0.469 eV
- Calculated total energy: -4152.1006 a.u.

# 3
Molecular formula: C21H49AsF6N7O7Tl
Method: DFT, ωB97M-V with the def2-TZVPD basis set

Geometry (Å):
Tl 0.049 0.033 0.809
As -5.248 -4.242 -2.447
F -5.670 -4.563 -0.754
F -6.270 -2.780 -2.341
F -4.766 -3.906 -4.113
F -4.167 -5.700 -2.479
F -6.614 -5.221 -3.084
F -3.863 -3.221 -1.903
C 1.605 -7.759 2.652
C 0.422 -7.419 1.769
O 0.271 -6.265 1.326
N -0.483 -8.375 1.468
C -0.397 -9.776 1.895
H 2.028 -8.751 2.498
H 1.205 -7.686 3.663
H 2.393 -7.012 2.554
H -1.234 -8.107 0.848
H 0.360 -10.384 1.400
H -1.311 -10.318 1.651
H -0.235 -9.845 2.971
C -2.903 2.507 -5.889
C -2.537 3.368 -4.681
O -2.483 2.962 -3.527
N -2.309 4.633 -4.950
C -2.045 5.713 -3.971
H -2.392 1.546 -5.939
H -2.648 3.137 -6.741
H -3.965 2.262 -5.874
H -2.574 4.942 -5.874
H -2.715 5.645 -3.113
H -2.155 6.705 -4.409
H -1.093 5.711 -3.440
C 6.680 -3.949 -0.609
C 6.530 -2.466 -0.508
O 5.507 -1.898 -0.125
N 7.631 -1.712 -0.811
C 7.654 -0.256 -0.902
H 7.147 -4.421 0.255
H 7.287 -4.168 -1.487
H 5.737 -4.487 -0.705
H 8.452 -2.236 -1.081
H 8.475 0.041 -0.250
H 6.762 0.228 -0.505
H 7.874 0.192 -1.871
C 2.909 -3.331 -6.469
C 1.536 -3.287 -5.826
O 1.323 -2.613 -4.812
N 0.565 -4.034 -6.433
C 0.684 -4.803 -7.715
H 3.507 -2.459 -6.203
H 2.813 -3.220 -7.549
H 3.362 -4.265 -6.136
H -0.329 -4.076 -5.965
H 1.500 -5.512 -7.571
H 0.993 -4.115 -8.502
H -0.262 -5.298 -7.938
C -7.263 0.691 4.792
C -6.945 0.380 3.314
O -5.782 0.544 2.895
N -7.942 0.000 2.535
C -9.288 -0.492 2.967
H -6.814 -0.081 5.416
H -8.314 0.914 4.977
H -6.641 1.567 4.976
H -7.745 -0.194 1.563
H -9.997 0.279 3.270
H -9.244 -1.171 3.819
H -9.829 -0.985 2.159
C -2.586 7.179 3.579
C -1.245 6.827 2.932
O -0.963 5.640 2.793
N -0.411 7.791 2.548
C -0.437 9.224 2.826
H -3.226 6.313 3.752
H -3.281 7.722 2.939
H -2.461 7.644 4.557
H 0.456 7.509 2.112
H 0.340 9.740 2.261
H -0.190 9.397 3.873
H -1.378 9.702 2.552
C 6.560 3.596 5.052
C 5.224 4.014 4.502
O 4.533 3.326 3.751
N 4.826 5.244 4.742
C 5.541 6.300 5.475
H 7.296 4.251 4.584
H 6.810 2.579 4.748
H 6.684 3.578 6.134
H 3.944 5.522 4.337
H 5.685 6.064 6.529
H 4.938 7.201 5.368
H 6.552 6.496 5.117

- Lowest unoccupied orbital energy: -11.710 eV
- Calculated total energy: -4746.3003 a.u.
- Net charge: +2
- Energy relative to the best compared isomer or geometry (same formula, charge and spin): 148.8 kcal per mole

# 4
Molecular formula: C21H49ClN7O11
Method: DFT, ωB97M-V with the def2-TZVPD basis set

Geometry (Å):
Cl -0.649 0.341 -0.267
O -0.103 1.284 0.683
O 0.397 -0.166 -1.134
O -1.196 -0.799 0.448
O -1.680 0.984 -1.041
C 4.373 4.690 -0.573
O 4.886 5.709 -0.993
N 3.164 4.219 -0.920
C 2.633 2.986 -0.399
C 2.373 4.878 -1.949
H 4.867 4.057 0.187
H 3.326 2.599 0.346
H 2.427 2.246 -1.178
H 1.664 3.151 0.083
H 2.306 4.197 -2.801
H 1.381 5.105 -1.558
H 2.851 5.805 -2.249
C 2.739 -3.026 3.916
O 3.485 -3.121 2.965
N 1.666 -2.214 3.997
C 0.854 -2.193 5.184
C 1.269 -1.338 2.910
H 2.855 -3.598 4.856
H 1.426 -2.460 6.072
H -0.017 -2.857 5.126
H 0.471 -1.181 5.339
H 1.748 -1.628 1.980
H 0.197 -1.375 2.707
H 1.545 -0.310 3.157
C -0.693 -1.206 -4.315
O -0.155 -2.202 -4.729
N -0.315 0.052 -4.690
C -0.996 1.264 -4.327
C 0.743 0.207 -5.664
H -1.505 -1.194 -3.567
H -0.427 1.865 -3.609
H -1.983 1.150 -3.881
H -1.145 1.854 -5.240
H 1.477 0.906 -5.241
H 1.210 -0.742 -5.883
H 0.339 0.700 -6.556
C -2.613 4.630 0.814
O -2.670 5.177 1.891
N -2.023 5.146 -0.293
C -1.541 6.506 -0.290
C -1.953 4.435 -1.541
H -3.051 3.632 0.630
H -2.165 7.121 -0.954
H -0.492 6.567 -0.573
H -1.708 6.962 0.684
H -0.925 4.229 -1.843
H -2.505 3.504 -1.405
H -2.444 4.956 -2.371
C 2.942 -1.484 -2.581
O 2.475 -2.220 -3.422
N 3.640 -1.901 -1.498
C 3.931 -1.044 -0.378
C 3.849 -3.324 -1.312
H 2.716 -0.404 -2.610
H 3.725 -0.009 -0.659
H 4.966 -1.133 -0.044
H 3.277 -1.273 0.469
H 4.876 -3.613 -1.555
H 3.718 -3.534 -0.242
H 3.124 -3.924 -1.850
C -0.562 -3.675 -1.236
O -0.065 -3.974 -2.300
N -1.436 -4.457 -0.542
C -1.985 -3.981 0.718
C -1.714 -5.801 -0.988
H -0.326 -2.737 -0.709
H -2.705 -3.180 0.543
H -1.177 -3.634 1.363
H -2.501 -4.802 1.213
H -2.768 -6.026 -0.829
H -1.473 -5.857 -2.047
H -1.071 -6.513 -0.460
C -4.879 -0.055 4.906
O -5.571 0.836 4.448
N -4.133 -0.917 4.179
C -3.396 -1.990 4.796
C -4.201 -0.926 2.736
H -4.827 -0.233 5.993
H -3.730 -2.174 5.822
H -2.317 -1.812 4.865
H -3.525 -2.930 4.257
H -4.196 -1.946 2.353
H -5.079 -0.418 2.347
H -3.317 -0.436 2.315

- Lowest unoccupied orbital energy: 2.126 eV
- Calculated total energy: -2500.5201 a.u.
- Net charge: -1
- Energy relative to the best compared isomer or geometry (same formula, charge and spin): 92.1 kcal per mole

# 5
Molecular formula: C21H49N3O18P6S
Method: DFT, ωB97M-V with the def2-TZVPD basis set

Geometry (Å):
C 2.787 -0.755 -0.622
C 2.940 -0.967 -2.169
P 1.551 -2.080 -2.712
C 2.190 -2.961 -4.256
C 0.104 -1.097 -3.329
C -1.164 -1.583 -3.053
P -1.313 -3.135 -2.056
O -1.609 -2.589 -0.510
O -2.633 -4.019 -2.574
C -2.326 -0.847 -3.558
N -3.622 -1.353 -3.294
C -2.234 0.301 -4.296
C -0.958 0.864 -4.596
N -0.665 1.977 -5.271
S 0.963 2.005 -5.272
N 1.370 0.695 -4.427
C 0.200 0.120 -4.085
H 2.971 -1.722 -0.127
H 1.736 -0.496 -0.416
H 3.481 0.012 -0.253
H 3.867 -1.557 -2.290
H 3.007 -0.019 -2.719
H 1.441 -2.835 -5.052
H 2.326 -4.011 -3.972
H 3.127 -2.469 -4.554
H -1.955 -1.686 -0.609
H -2.278 -4.785 -3.041
H -4.314 -0.925 -3.898
H -3.618 -2.354 -3.486
H -3.144 0.788 -4.662
C -5.074 -5.864 0.996
O -3.716 -5.798 1.415
P -3.424 -5.577 3.047
O -4.514 -6.451 3.589
O -3.875 -4.009 2.996
C -3.400 -3.170 1.928
O -2.590 -5.292 4.458
C -2.934 -5.967 5.656
H -5.089 -5.669 -0.077
H -5.472 -6.862 1.170
H -5.687 -5.119 1.505
H -4.211 -3.003 1.218
H -2.557 -3.608 1.407
H -3.099 -2.208 2.344
H -2.940 -7.047 5.520
H -3.900 -5.617 6.017
H -2.177 -5.719 6.403
C -0.738 3.953 -2.538
O -0.501 3.708 -1.154
P -1.711 4.132 -0.080
O -2.892 3.705 -0.899
O -1.392 5.726 -0.235
C -0.032 6.185 -0.201
O -2.482 4.424 1.364
C -3.852 4.088 1.521
H 0.229 3.946 -3.044
H -1.348 3.156 -2.957
H -1.215 4.920 -2.700
H 0.285 6.441 -1.212
H 0.645 5.436 0.205
H 0.018 7.080 0.417
H -4.040 3.045 1.273
H -4.465 4.746 0.907
H -4.107 4.246 2.569
C 5.921 5.345 -7.556
O 6.338 4.129 -6.946
P 5.685 3.756 -5.452
O 4.284 4.228 -5.701
O 6.593 4.880 -4.691
C 7.990 4.991 -4.997
O 5.445 2.968 -4.007
C 4.129 2.803 -3.505
H 6.662 5.595 -8.317
H 4.959 5.207 -8.047
H 5.862 6.158 -6.832
H 8.152 5.873 -5.618
H 8.368 4.115 -5.519
H 8.543 5.115 -4.066
H 3.478 2.329 -4.237
H 3.725 3.768 -3.201
H 4.190 2.157 -2.628
C -1.877 -3.160 9.596
O -0.853 -3.219 8.611
P -0.024 -1.802 8.279
O 0.073 -1.272 9.677
O -1.286 -1.168 7.461
C -1.993 -1.979 6.509
O 1.005 -0.737 7.520
C 1.764 0.186 8.286
H -2.517 -4.032 9.449
H -1.443 -3.218 10.593
H -2.477 -2.255 9.499
H -2.948 -2.282 6.938
H -1.429 -2.867 6.232
H -2.187 -1.388 5.615
H 2.346 -0.315 9.057
H 1.102 0.931 8.726
H 2.452 0.686 7.603

- Lowest unoccupied orbital energy: -1.637 eV
- Calculated total energy: -4794.3490 a.u.